(1)
This record from the Open Molecules 2025 dataset describes a structure of composition C22H25AlN9. The level of theory is the ωB97M-V functional and the def2-TZVPD basis.

ORCA input file:
```
! wB97M-V def2-TZVPD RIJCOSX def2/J DEFGRID3
* xyz 3 1
Al -0.208 -0.194 -1.586
N -2.326 -0.449 -1.447
C -2.796 -1.867 -1.457
C -1.673 -2.708 -0.891
N -0.392 -2.287 -1.525
C -0.197 -2.795 -2.919
C -0.619 -1.769 -3.960
N -0.103 -0.407 -3.574
H -2.862 0.092 -2.124
H -2.590 -0.039 -0.550
H -3.707 -1.986 -0.874
H -3.033 -2.148 -2.480
H -1.573 -2.535 0.182
H -1.854 -3.772 -1.041
H 0.350 -2.700 -0.967
H 0.859 -3.034 -3.040
H -0.750 -3.723 -3.073
H -0.243 -2.051 -4.942
H -1.700 -1.688 -4.042
H 0.855 -0.304 -3.907
H -0.621 0.284 -4.112
C 3.959 -1.847 -1.692
C 2.817 -1.191 -2.149
N 1.886 -0.748 -1.306
C 2.109 -0.944 0.015
C 3.227 -1.639 0.446
N 4.143 -2.091 -0.404
C 1.148 -0.247 0.909
C 1.320 0.014 2.247
C 0.489 0.961 2.881
C -0.385 1.706 2.064
C -0.502 1.385 0.734
N 0.158 0.336 0.213
C -1.135 2.213 -0.326
C -1.882 3.359 -0.104
N -2.282 4.139 -1.102
C -1.935 3.794 -2.333
C -1.219 2.625 -2.583
N -0.830 1.829 -1.587
C 0.619 1.236 4.314
C 0.391 2.511 4.830
C 0.535 2.704 6.196
N 0.858 1.729 7.041
C 1.065 0.511 6.546
C 0.973 0.215 5.194
H 4.724 -2.178 -2.384
H 2.683 -1.024 -3.211
H 3.398 -1.832 1.498
H 2.135 -0.432 2.799
H -0.932 2.538 2.484
H -2.161 3.663 0.898
H -2.226 4.452 -3.143
H -0.954 2.355 -3.597
H 0.154 3.355 4.195
H 0.387 3.686 6.629
H 1.315 -0.262 7.262
H 1.132 -0.801 4.855
*
```

Summary:
LUMO energy: -10.474 eV
relative energy (zero: lowest compared OMol25 entry of this formula, charge and spin): 0.0 kcal/mol
Kohn-Sham gap: 0.2227 Eh
calculated total energy: -1587.81279 a.u.

=====

(2)
This record from the Open Molecules 2025 dataset describes a cluster of 12 separate species, C28H44N12O16 in total in a non-equilibrium geometry. The level of theory is the ωB97M-V functional and the def2-TZVPD basis.

ORCA input file:
```
! wB97M-V def2-TZVPD RIJCOSX def2/J DEFGRID3
* xyz 0 1
C 2.078 3.150 4.133
N 2.243 3.455 2.755
O 1.625 2.889 1.933
O 3.046 4.320 2.536
H 1.143 2.604 4.267
H 2.056 4.038 4.789
H 2.899 2.471 4.336
C 4.463 -1.797 3.695
N 3.130 -2.309 3.777
O 2.701 -3.028 2.947
O 2.429 -1.819 4.658
H 5.077 -2.600 3.238
H 4.883 -1.567 4.664
H 4.453 -0.945 2.980
C 3.478 -4.054 -0.175
N 4.357 -3.052 0.511
O 3.968 -1.936 0.515
O 5.419 -3.413 0.945
H 2.524 -3.866 0.267
H 3.852 -5.070 -0.058
H 3.615 -3.787 -1.250
C -1.122 -7.081 -1.667
N -0.033 -6.045 -1.769
O 0.659 -5.971 -0.790
O 0.023 -5.337 -2.737
H -1.976 -6.693 -1.105
H -0.605 -7.790 -1.022
H -1.359 -7.398 -2.705
C -3.099 -2.513 -1.576
N -3.983 -3.396 -0.723
O -3.608 -3.748 0.353
O -5.079 -3.580 -1.192
H -3.799 -1.816 -1.981
H -2.575 -3.166 -2.254
H -2.346 -2.113 -0.937
C -1.492 3.244 -3.675
N -2.797 3.053 -4.332
O -3.281 3.957 -5.032
O -3.350 1.987 -4.073
H -1.092 2.331 -3.302
H -1.589 3.929 -2.854
H -0.740 3.674 -4.343
C -4.715 5.805 -2.095
N -3.423 5.159 -1.786
O -3.410 4.017 -1.319
O -2.386 5.747 -1.960
H -5.069 6.010 -1.052
H -5.326 5.052 -2.590
H -4.442 6.613 -2.683
C 3.760 1.722 0.077
N 4.544 1.239 1.197
O 5.704 0.994 0.997
O 4.018 1.083 2.329
H 4.494 1.777 -0.756
H 3.248 2.677 0.286
H 3.062 0.934 -0.220
C -4.012 -1.271 4.034
C -2.906 -0.632 3.549
C -2.800 -0.291 2.195
N -3.767 -0.560 1.329
C -4.898 -1.122 1.847
C -5.029 -1.526 3.172
H -4.148 -1.521 5.062
H -2.121 -0.470 4.237
H -1.898 0.177 1.805
H -5.677 -1.339 1.105
H -5.963 -1.881 3.425
C -2.497 3.503 1.522
C -1.864 4.646 1.144
C -1.877 5.742 2.012
N -2.420 5.766 3.198
C -3.052 4.636 3.600
C -3.149 3.465 2.758
H -2.628 2.649 0.833
H -1.415 4.686 0.129
H -1.345 6.658 1.751
H -3.578 4.760 4.596
H -3.591 2.529 3.145
C 3.531 -1.791 -5.544
C 4.732 -2.023 -4.925
C 4.845 -2.333 -3.556
N 3.758 -2.749 -2.889
C 2.591 -2.726 -3.557
C 2.406 -2.150 -4.804
H 3.352 -1.466 -6.567
H 5.646 -1.719 -5.412
H 5.809 -2.277 -3.066
H 1.744 -3.174 -3.121
H 1.445 -1.912 -5.231
C 0.667 -0.912 0.772
C 0.361 0.420 0.908
C 0.072 1.200 -0.220
N 0.016 0.696 -1.459
C 0.403 -0.559 -1.569
C 0.716 -1.413 -0.541
H 0.820 -1.491 1.612
H 0.427 0.875 1.852
H -0.255 2.228 -0.051
H 0.293 -0.962 -2.537
H 0.995 -2.408 -0.718
*
```

Summary:
LUMO energy: -0.023 eV
relative energy (zero: lowest compared OMol25 entry of this formula, charge and spin): 38.0 kcal/mol
SMILES: C[N+](=O)[O-].C[N+](=O)[O-].C[N+](=O)[O-].C[N+](=O)[O-].C[N+](=O)[O-].C[N+](=O)[O-].C[N+](=O)[O-].C[N+](=O)[O-].c1ccncc1.c1ccncc1.c1ccncc1.c1ccncc1
Kohn-Sham gap: 0.3464 Eh
calculated total energy: -2953.40163 a.u.

=====

(3)
This record from the Open Molecules 2025 dataset describes a cluster of 2 separate species, C3H3OS in total in a non-equilibrium geometry. The level of theory is the ωB97M-V functional and the def2-TZVPD basis.

ORCA input file:
```
! wB97M-V def2-TZVPD RIJCOSX def2/J DEFGRID3
* xyz -1 1
C -0.655 -0.210 -1.308
C 0.110 -0.627 -0.349
C 0.702 0.561 1.475
O 0.781 -0.229 2.472
S 0.753 2.236 1.467
H -1.017 -0.795 -2.116
H -1.103 0.740 -1.486
H 0.429 -1.675 -0.156
*
```

Summary:
LUMO energy: 3.877 eV
relative energy (zero: lowest compared OMol25 entry of this formula, charge and spin): 14.3 kcal/mol
Kohn-Sham gap: 0.2670 Eh
calculated total energy: -589.48419 a.u.

=====

(4)
This record from the Open Molecules 2025 dataset describes a structure of composition C36H38F4InN7O2S. The level of theory is the ωB97M-V functional and the def2-TZVPD basis.

ORCA input file:
```
! wB97M-V def2-TZVPD RIJCOSX def2/J DEFGRID3
* xyz 2 1
In -0.031 -0.180 0.121
C -3.188 1.537 3.235
O -1.976 2.362 3.209
C -1.208 1.810 2.291
N -1.546 0.698 1.767
C -2.789 0.263 2.467
C -3.879 -0.259 1.574
C -4.299 0.474 0.468
C -5.353 0.020 -0.307
C -6.005 -1.161 0.027
C -5.598 -1.886 1.136
C -4.532 -1.439 1.903
C 0.057 2.488 1.939
C 0.528 3.644 2.539
C 1.761 4.136 2.127
C 2.475 3.473 1.134
C 1.911 2.331 0.589
N 0.735 1.858 0.988
C 2.504 1.536 -0.506
N 1.896 0.536 -1.018
C 2.690 0.126 -2.210
C 4.027 0.862 -1.968
O 3.678 1.890 -0.980
C 2.020 0.566 -3.491
C 1.584 1.877 -3.649
C 1.043 2.299 -4.853
C 0.938 1.408 -5.913
C 1.379 0.102 -5.764
C 1.921 -0.317 -4.558
H -3.969 2.097 2.722
H -3.460 1.372 4.272
H -2.497 -0.525 3.166
H -3.804 1.406 0.218
H -5.683 0.592 -1.165
H -6.833 -1.511 -0.574
H -6.104 -2.804 1.399
H -4.213 -2.011 2.767
H -0.053 4.132 3.308
H 2.166 5.032 2.578
H 3.437 3.824 0.789
H 2.818 -0.954 -2.203
H 4.402 1.370 -2.850
H 4.802 0.240 -1.523
H 1.690 2.591 -2.837
H 0.721 3.325 -4.974
H 0.521 1.735 -6.856
H 1.299 -0.595 -6.588
H 2.250 -1.343 -4.443
C 2.031 -1.268 4.249
C 1.520 -0.498 3.038
N 1.164 -1.315 1.851
C 2.326 -2.071 1.296
C 3.649 -1.325 1.272
C 0.103 -2.291 2.217
C -0.438 -3.039 1.011
N -0.755 -2.098 -0.047
C -1.255 -2.640 -1.231
C -0.543 -2.540 -2.421
F 0.676 -1.953 -2.381
C -1.033 -3.012 -3.622
F -0.294 -2.866 -4.726
C -2.259 -3.640 -3.677
C -2.971 -3.781 -2.501
F -4.160 -4.383 -2.511
C -2.484 -3.293 -1.301
F -3.208 -3.441 -0.188
H 2.373 -0.558 5.003
H 2.873 -1.915 4.005
H 1.255 -1.878 4.707
H 2.262 0.237 2.724
H 0.619 0.053 3.319
H 2.049 -2.380 0.285
H 2.452 -2.990 1.877
H 3.574 -0.356 0.783
H 4.373 -1.923 0.718
H 4.058 -1.168 2.268
H -0.701 -1.728 2.696
H 0.490 -3.011 2.941
H -1.324 -3.590 1.341
H 0.291 -3.789 0.676
H -2.648 -4.025 -4.610
N -3.044 2.581 -2.569
C -1.933 2.207 -1.941
N -1.170 3.160 -1.388
S -1.569 0.548 -1.878
H -3.260 3.546 -2.760
H -3.634 1.874 -2.976
H -1.363 4.137 -1.549
H -0.234 2.912 -1.124
*
```

Summary:
LUMO energy: -6.499 eV
relative energy (zero: lowest compared OMol25 entry of this formula, charge and spin): 2.0 kcal/mol
Kohn-Sham gap: 0.2370 Eh
calculated total energy: -2915.79040 a.u.

=====

(5)
This record from the Open Molecules 2025 dataset describes a cluster of 12 separate species, C20H64O18 in total in a non-equilibrium geometry. The level of theory is the ωB97M-V functional and the def2-TZVPD basis.

ORCA input file:
```
! wB97M-V def2-TZVPD RIJCOSX def2/J DEFGRID3
* xyz 0 1
C -1.401 -2.078 3.838
C -1.081 -3.334 2.944
C -2.193 -3.632 2.027
O 0.146 -3.240 2.220
H -2.373 -2.225 4.288
H -1.684 -1.249 3.072
H -0.732 -1.666 4.607
H -0.782 -4.108 3.657
H -1.902 -4.327 1.300
H -2.551 -2.662 1.501
H -3.121 -3.991 2.624
H 0.360 -2.352 1.882
O 0.626 -6.449 -0.207
C 1.376 -5.190 -0.008
C 1.022 -4.140 -1.042
O 1.900 -2.998 -0.899
H 0.943 -6.966 -0.921
H 1.069 -4.850 0.964
H 2.437 -5.367 0.013
H -0.033 -3.913 -0.925
H 1.113 -4.532 -2.082
H 2.101 -2.537 -1.726
O -3.053 0.033 0.333
C -2.298 0.171 -0.889
C -0.866 -0.190 -0.711
O -0.193 0.750 0.118
H -3.649 -0.725 0.283
H -2.696 -0.391 -1.679
H -2.407 1.217 -1.175
H -0.441 -0.143 -1.719
H -0.802 -1.185 -0.237
H -0.743 0.845 0.877
O 2.482 -1.318 -3.322
C 1.696 -1.784 -4.462
C 1.098 -0.667 -5.266
O 1.877 0.201 -6.077
H 3.239 -0.797 -3.673
H 2.311 -2.452 -5.114
H 0.867 -2.364 -3.980
H 0.472 0.042 -4.610
H 0.408 -1.155 -5.990
H 2.224 0.908 -5.533
O 0.777 2.743 -3.137
C 0.645 4.057 -2.668
C -0.592 4.138 -1.762
O -0.680 3.445 -0.609
H 1.566 2.680 -3.695
H 1.649 4.369 -2.215
H 0.367 4.739 -3.489
H -1.441 3.864 -2.413
H -0.724 5.187 -1.466
H -0.708 2.443 -0.656
O -2.943 2.140 4.660
C -3.905 1.131 4.372
C -4.797 1.640 3.207
O -3.937 2.030 2.146
H -3.057 2.877 4.075
H -3.414 0.139 4.160
H -4.437 0.932 5.347
H -5.334 2.568 3.519
H -5.566 0.955 2.811
H -3.758 1.326 1.539
O 3.820 2.596 0.338
C 2.833 2.244 -0.631
C 2.986 0.771 -1.100
O 4.005 0.723 -2.111
H 3.491 2.386 1.246
H 1.832 2.296 -0.196
H 2.949 2.846 -1.534
H 2.068 0.460 -1.572
H 3.119 -0.040 -0.287
H 4.818 0.969 -1.645
C 4.596 2.444 -4.991
O 3.380 2.210 -4.249
H 4.751 1.775 -5.869
H 4.697 3.516 -5.327
H 5.468 2.240 -4.401
H 3.687 1.799 -3.415
C -0.013 1.166 4.005
O -0.757 1.454 2.864
H 0.750 0.479 3.766
H 0.425 2.079 4.470
H -0.594 0.702 4.834
H -1.683 1.672 3.180
C -6.106 -2.501 -0.157
O -5.554 -1.252 -0.262
H -5.368 -3.182 -0.632
H -6.297 -2.788 0.921
H -7.106 -2.682 -0.584
H -6.091 -0.697 0.261
C 1.433 4.441 1.752
O 1.608 3.098 2.351
H 0.565 4.353 1.033
H 1.255 5.229 2.497
H 2.449 4.563 1.268
H 0.847 2.624 2.230
C 3.038 -1.741 2.631
O 2.138 -1.356 1.592
H 3.911 -1.152 2.708
H 2.559 -1.607 3.641
H 3.322 -2.790 2.501
H 2.294 -1.939 0.844
*
```

Summary:
LUMO energy: 0.224 eV
SMILES: CC(C)O.OCCO.OCCO.OCCO.OCCO.OCCO.OCCO.CO.CO.CO.CO.CO
Kohn-Sham gap: 0.3538 Eh
calculated total energy: -2154.50949 a.u.